This record from the Open Molecules 2025 dataset describes a molecular structure, C21H27N6O7PS3Zn in a non-equilibrium geometry. The level of theory is the ωB97M-V functional and the def2-TZVPD basis.

XYZ file:
```
66
C21H27N6O7PS3Zn, DFT the ωB97M-V functional and the def2-TZVPD basis
Zn 0.1575 0.7467 -0.4414
C -3.5103 -1.9519 -2.7553
C -3.1172 -3.1744 -1.9658
O -1.9248 -2.8172 -1.1366
P -0.5242 -2.5431 -1.8313
S -0.5428 -0.5964 -2.4538
S 0.9207 -3.0056 -0.6236
O -0.5843 -3.4732 -3.2086
C 0.6680 -3.9826 -3.7764
C 1.0578 -5.2924 -3.1825
H -4.4295 -2.2123 -3.2703
H -2.7608 -1.5556 -3.4960
H -3.6199 -1.1301 -2.0536
H -2.8355 -3.9988 -2.6383
H -3.8678 -3.5199 -1.2486
H 1.4550 -3.1966 -3.5704
H 0.5391 -4.0022 -4.8608
H 1.2052 -5.1856 -2.1275
H 1.9421 -5.7376 -3.6553
H 0.2160 -5.9973 -3.2420
O 0.5440 2.4138 -1.5748
C -0.0340 3.5488 -1.3612
C -1.3077 3.7513 -0.7943
C -1.6442 5.1163 -0.8068
C -2.9621 5.3790 -0.5440
C -3.8740 4.3945 -0.2004
C -3.4701 3.1069 -0.0551
C -2.1269 2.7081 -0.2365
O -1.7235 1.5335 -0.0718
N -3.4333 6.7592 -0.7169
O -4.6470 6.8750 -0.6902
O -2.5830 7.6443 -0.8879
H 0.4810 4.4262 -1.7786
H -0.8679 5.8275 -0.8662
H -4.8743 4.6858 0.0431
H -4.1805 2.3674 0.1252
N -0.4340 0.5876 6.5887
C -0.4884 -0.5237 5.7675
O -0.8462 -1.6259 6.1471
C -0.0367 -0.2673 4.3482
C 0.6719 0.8695 3.9467
C 0.7327 1.1684 2.6078
N 0.1583 0.3320 1.6672
C -0.3233 -0.8484 2.0533
C -0.4558 -1.1993 3.3937
H -0.9239 0.5322 7.4804
H -0.3824 1.4936 6.1263
H 1.1814 1.5248 4.6919
H 1.1668 2.0453 2.1420
H -0.5825 -1.5367 1.2642
H -0.8552 -2.1805 3.6157
C 4.1836 -1.5669 2.4447
C 4.8584 -1.5839 1.0995
C 4.1285 -0.7641 0.0544
N 2.9527 -0.2251 0.2622
N 2.4203 0.4585 -0.7509
C 3.2450 0.4888 -1.8083
N 2.9614 1.1889 -2.9129
S 4.6267 -0.5498 -1.6254
H 4.8608 -1.8826 3.2528
H 3.2797 -2.2538 2.3927
H 3.8143 -0.5516 2.6913
H 4.8088 -2.5821 0.6088
H 5.8910 -1.2377 1.1425
H 2.0835 1.6793 -2.9946
H 3.5617 1.0987 -3.7429
```

Results
- Charge: -1
- LUMO (alpha / beta): 1.6 / 1.6 eV
- Maximum force: 2.8 eV/Å
- Multiplicity: 2
- E_HOMO (alpha / beta): -1.52 / -4.32 eV
- HOMO-LUMO gap (alpha / beta): 3.145 / 5.958 eV
- Energy relative to the best compared isomer or geometry (same formula, charge and spin): 24.8 kcal per mole
- E: -135702.805 eV
- <S²>: 0.78

These are the Löwdin partial charges, in e, on atoms 1 to 6:
1 Zn 0.54
2 C -0.13
3 C -0.24
4 O -0.37
5 P -0.14
6 S 0.34

This record from the Open Molecules 2025 dataset describes a molecular structure, C29H20MgN5O4S2. The level of theory is the ωB97M-V functional and the def2-TZVPD basis.

XYZ file:
```
61
C29H20MgN5O4S2, DFT the ωB97M-V functional and the def2-TZVPD basis
Mg 0.0430 0.4446 0.9035
C 6.0359 3.8151 -4.4644
C 5.1414 2.9229 -3.6490
C 5.3409 2.7894 -2.2754
C 4.5356 1.9603 -1.5164
C 3.5172 1.2486 -2.1403
C 3.2896 1.3724 -3.5005
C 4.1117 2.2052 -4.2456
S 2.4184 0.3059 -1.1560
O 1.5956 -0.4975 -2.0020
O 3.1681 -0.2811 -0.0810
N 1.3873 1.3700 -0.4214
C 1.3254 2.7538 0.0563
C 2.0152 3.9905 0.0755
C 1.0002 4.9898 0.5337
C -1.1949 4.7026 0.0530
C -1.7381 3.4707 -0.6112
C -2.9512 3.2775 -1.1578
C -3.4443 1.9464 -1.3939
C -2.7662 0.9037 -0.8168
N -1.6018 1.0021 -0.1595
C -0.9324 2.2660 -0.2944
H 6.3439 4.6921 -3.8946
H 5.5373 4.1565 -5.3714
H 6.9428 3.2862 -4.7674
H 6.1347 3.3493 -1.7942
H 4.6938 1.8547 -0.4510
H 2.4739 0.8311 -3.9594
H 3.9386 2.3103 -5.3103
H 3.0812 4.1494 0.1354
H 1.4677 5.7208 1.1934
H -2.0327 5.2893 0.4265
H -3.5940 4.1286 -1.3683
H -4.4061 1.7779 -1.8540
H -3.2148 -0.0869 -0.8161
C -3.4351 10.1819 2.2249
C -2.8129 8.9091 1.6907
O -3.4319 8.0901 1.0711
S -1.0868 8.7738 2.1270
C -0.6933 7.1337 1.5750
C -0.3749 6.9956 0.2757
C -0.0519 5.6856 -0.4043
C -0.2113 4.2049 1.1670
C -0.5803 4.7745 2.4987
C -0.7808 6.0897 2.6434
C 0.0518 2.7286 0.9173
C 0.3883 2.2953 -1.1299
H -4.2614 10.4659 1.5770
H -2.7093 10.9913 2.2965
H -3.8204 9.9812 3.2259
H -0.3677 7.8984 -0.3260
H 0.1769 5.7904 -1.4636
H -0.6672 4.1251 3.3634
H -1.0308 6.4727 3.6255
O -0.6339 -0.3186 2.5959
N -1.7249 -1.0124 2.5924
C -1.7755 -2.0196 1.7674
C -2.9645 -2.8216 1.7321
N -3.9108 -3.4722 1.6815
C -0.6488 -2.3321 0.9353
N 0.2417 -2.5438 0.2362
```

Results
- Charge: -1
- LUMO (alpha / beta): 2.2 / 2.2 eV
- Maximum force: 1.0 eV/Å
- Multiplicity: 1
- E_HOMO (alpha / beta): -3.49 / -3.43 eV
- HOMO-LUMO gap (alpha / beta): 5.666 / 5.607 eV
- Energy relative to the best compared isomer or geometry (same formula, charge and spin): 226.9 kcal per mole
- E: -73145.733 eV

These are the Löwdin partial charges, in e, on atoms 1 to 6:
1 Mg 0.76
2 C -0.05
3 C -0.27
4 C -0.04
5 C -0.06
6 C -0.28

This record from the Open Molecules 2025 dataset describes a molecular structure, C42H49BN8OPtS5. The level of theory is the ωB97M-V functional and the def2-TZVPD basis.

XYZ file:
```
107
C42H49BN8OPtS5, DFT the ωB97M-V functional and the def2-TZVPD basis
Pt -0.0569 -0.2186 0.4765
C 5.2890 -0.6243 -1.6960
C 4.3881 -1.8600 -1.6494
C 4.9825 -2.9624 -2.5236
C 4.2730 -2.4242 -0.2301
N 3.0489 -1.4746 -2.2161
C 2.5895 -1.9284 -3.4391
C 1.4351 -1.2893 -3.7108
N 1.1666 -0.4252 -2.6686
B -0.0411 0.5578 -2.7271
N -1.2454 -0.0566 -1.9003
C -1.5050 -1.4127 -2.0633
C -2.8237 -1.6254 -1.9112
N -3.4221 -0.4232 -1.6284
C -2.4627 0.5436 -1.6519
S -2.7032 2.2151 -1.4736
C -4.9078 -0.2753 -1.4440
C -5.4602 0.4193 -2.6922
C -5.4986 -1.6791 -1.3255
C -5.2548 0.4962 -0.1628
N 0.4259 1.9855 -2.3552
C 1.0418 2.7273 -3.3343
C 1.4229 3.9029 -2.7954
N 1.0207 3.9095 -1.4784
C 0.4221 2.7221 -1.2288
S -0.4003 2.2995 0.2328
C 1.3688 5.0096 -0.5157
C 1.9554 6.1798 -1.3027
C 2.4260 4.4586 0.4438
C 0.1358 5.5236 0.2309
C 2.1575 -0.5534 -1.7532
S 2.2631 0.3749 -0.3128
H 6.2781 -0.8800 -1.3173
H 4.8864 0.1807 -1.0828
H 5.3964 -0.2685 -2.7218
H 5.9231 -3.2744 -2.0740
H 5.1966 -2.6177 -3.5355
H 4.3264 -3.8349 -2.5625
H 5.2739 -2.6656 0.1274
H 3.6885 -3.3453 -0.2338
H 3.8290 -1.7216 0.4645
H 3.1102 -2.6649 -4.0211
H 0.7978 -1.3552 -4.5755
H -0.3918 0.5812 -3.8704
H -0.7399 -2.1168 -2.3343
H -3.3629 -2.5528 -1.9623
H -5.2632 -0.1751 -3.5854
H -5.0095 1.4035 -2.8179
H -6.5374 0.5514 -2.5939
H -5.4328 -2.2313 -2.2634
H -6.5510 -1.5940 -1.0667
H -5.0047 -2.2422 -0.5308
H -5.1958 1.5672 -0.2982
H -4.5916 0.2051 0.6540
H -6.2782 0.2590 0.1255
H 1.1629 2.3605 -4.3380
H 1.9270 4.7240 -3.2660
H 2.8909 5.9191 -1.7974
H 2.1766 6.9845 -0.6047
H 1.2480 6.5636 -2.0396
H 3.3231 4.1688 -0.1053
H 2.0511 3.5883 0.9845
H 2.7013 5.2229 1.1702
H -0.6806 5.7353 -0.4618
H 0.3991 6.4535 0.7335
H -0.2148 4.8311 0.9874
S -0.5759 2.8416 5.3883
C -0.7283 3.3775 6.9984
C -0.4269 2.3979 7.8947
C -0.0677 1.1854 7.2688
C -0.0954 1.2508 5.8981
C 0.2215 0.2052 4.9395
C 0.1252 0.4418 3.5502
N 0.3803 -0.4757 2.6457
C 0.7613 -1.7155 3.0100
C 0.9322 -2.0399 4.3675
C 1.3932 -3.3523 4.7158
C 1.6294 -4.2831 3.7670
C 1.4043 -3.9981 2.3796
C 1.5740 -4.9576 1.3742
C 1.3328 -4.6379 0.0470
C 0.9250 -3.3143 -0.2153
N 0.7514 -2.4013 0.7110
C 0.9754 -2.7116 2.0048
C 1.5076 -5.5773 -1.0510
C 1.0999 -5.4463 -2.3564
C 1.4456 -6.5532 -3.1618
C 2.1146 -7.5134 -2.4655
S 2.3319 -7.0864 -0.8301
C 0.6438 -1.0594 5.3232
H -1.0239 4.3959 7.1940
H -0.4632 2.5356 8.9648
H 0.1900 0.2951 7.8243
H -0.1562 1.4233 3.1868
H 1.5547 -3.5790 5.7620
H 1.9849 -5.2692 4.0374
H 1.8998 -5.9560 1.6412
H 0.7804 -2.9998 -1.2425
H 0.5503 -4.5950 -2.7344
H 1.2018 -6.6346 -4.2107
H 2.4962 -8.4526 -2.8333
H 0.7628 -1.2960 6.3724
C -2.3456 -1.9441 1.9506
O -2.0310 -1.0529 0.9499
H -3.4196 -2.1582 1.9512
H -2.0496 -1.5848 2.9452
H -1.8155 -2.8961 1.7920
```

Results
- Charge: +2
- LUMO (alpha / beta): -5.4 / -7.5 eV
- Maximum force: 0.7 eV/Å
- Multiplicity: 5
- E_HOMO (alpha / beta): -12.00 / -12.45 eV
- HOMO-LUMO gap (alpha / beta): 6.582 / 4.997 eV
- E: -116406.763 eV
- <S²>: 6.02

These are the Löwdin partial charges, in e, on atoms 1 to 6:
1 Pt 0.88
2 C -0.02
3 C -0.53
4 C -0.04
5 C -0.03
6 N 0.03